[1]
C45H39BN5O8S2Sb2Y | ωB97M-V/def2-TZVPD

```
103
Properties=species:S:1:pos:R:3
Sb -0.1643 -0.4023 1.9905
Sb -0.3823 3.1749 -0.2615
Y 0.2621 -0.8601 -1.7100
S -1.0064 -2.9320 -3.3662
S -2.2094 0.3623 -2.8043
O -1.0869 -2.7338 -1.8955
O -1.9827 -0.1365 -1.4199
O -0.9590 -4.2873 -3.8052
O 2.4194 -3.6078 -1.6247
O 0.1181 -2.0740 -3.8016
O 1.9808 -3.2743 0.5843
O -3.0272 1.5282 -2.8916
O -0.8574 0.4790 -3.3905
N 2.7811 0.0175 -5.3226
N 3.2639 -1.1050 -4.7559
N 1.2396 2.6553 -3.5141
N 0.3145 3.3186 -6.0691
N 2.1307 -0.1527 -3.1797
C -3.0163 1.6715 0.9223
C 0.1660 4.1353 -5.0318
C -4.4924 -2.6927 -5.3276
C 0.7466 0.9381 4.6471
C -3.0299 -0.9346 -3.7320
C 3.5705 -6.5695 0.9502
C -2.6728 3.9844 1.4169
C 2.0971 0.5675 -4.3498
C -4.9919 -1.4380 -5.0484
C 0.2532 4.3847 2.5658
C 0.5691 -2.7248 3.9346
C -3.2657 -3.0796 -4.8026
C -0.0101 -5.0372 3.6154
C -0.6878 -3.3920 2.0013
C 0.9292 2.1713 -5.8248
C 1.9138 0.0415 1.6940
C 2.9419 -5.4070 1.3941
C -2.5250 -2.2214 -4.0066
C 3.4863 -5.8356 -1.3634
C -0.6945 1.9057 6.3126
C -2.1931 2.7904 0.8667
C 1.4218 1.8744 -0.0850
C -0.3545 0.6048 3.8636
C 2.8801 -1.2024 -3.4916
C 0.6234 3.8051 -3.7655
C 0.6009 -4.0431 4.3685
C 1.3943 1.8441 -4.5533
C 2.6026 -4.4841 0.4307
C 0.5784 1.5820 5.8662
C 0.9189 5.2051 3.4666
C 2.1291 6.2164 1.6582
C -4.2515 1.7275 1.5582
C -1.7994 1.5803 5.5386
C 0.5144 4.4712 1.1994
C 2.8678 -4.6922 -0.9108
C 2.1154 1.4850 1.2298
C -4.2582 -0.5645 -4.2557
C -4.6904 2.9031 2.1446
C -0.6549 -4.7116 2.4311
C 1.4578 5.3967 0.7596
C 3.8370 -6.7798 -0.3990
C -0.0680 -2.3908 2.7441
C 1.8591 6.1211 3.0144
C -3.8999 4.0404 2.0609
C -1.6292 0.9333 4.3224
B 1.8228 -2.7073 -0.6903
H -1.1284 -5.4835 1.8378
H -2.8702 -4.0654 -4.9988
H 3.1906 1.6380 1.0841
H 0.0151 -6.0656 3.9535
H 1.7504 0.7037 4.3148
H -2.0835 4.8932 1.3588
H 3.8542 -7.3258 1.6703
H -4.6294 0.4270 -4.0420
H 1.5920 1.0996 -0.8511
H 3.6794 -5.9936 -2.4158
H -0.8248 2.4116 7.2610
H -0.3352 5.0788 -5.2102
H 1.6771 5.4890 -0.2999
H 1.8238 2.1841 2.0181
H 1.0421 -1.9558 4.5358
H 0.4759 4.4806 -2.9333
H 3.8158 -1.7514 -5.2933
H 1.4448 1.8350 6.4647
H 3.1111 -2.0397 -2.8511
H -4.8741 0.8411 1.5849
H 2.7187 -5.2312 2.4378
H 2.0063 2.6835 -0.5431
H 4.3219 -7.6964 -0.7079
H -2.5004 0.6971 3.7253
H -0.4775 3.6803 2.9389
H 2.8560 6.9331 1.2970
H 2.4832 -0.1508 2.6043
H -5.9481 -1.1236 -5.4447
H -2.7961 1.8328 5.8782
H 2.3775 6.7610 3.7171
H -1.1867 -3.1551 1.0667
H 1.0573 1.4797 -6.6475
H -5.0489 -3.3825 -5.9479
H -2.7252 0.7547 0.4348
H -4.2387 4.9750 2.4901
H 1.0999 -4.2941 5.2965
H 0.7031 5.1200 4.5238
H -5.6506 2.9405 2.6434
H 2.2752 -0.6674 0.9469
```

Computed properties:
- gap between HOMO and LUMO (eV) = 8.287
- LUMO energy (eV) = 0.15
- M (g/mol) = 1185.21

=====

[2]
C3H3N3O | ωB97M-V/def2-TZVPD

```
10
Properties=species:S:1:pos:R:3
O 1.8130 -1.2389 1.7173
N -1.5892 1.3472 -0.1133
N -0.5898 -1.9473 -2.2774
N -0.8469 -0.9202 -2.5803
C 1.0540 -0.7287 0.9226
C 0.5253 0.6386 1.0935
C -0.5374 1.0448 0.4222
H -1.5277 1.7874 -1.0273
H 0.9714 1.2982 1.8323
H 0.7273 -1.2812 0.0103
```

Computed properties:
- gap between HOMO and LUMO (eV) = 10.440
- SMILES = N=C=CC=O.N#N
- LUMO energy (eV) = 0.64
- M (g/mol) = 97.08

=====

[3]
C18H22ClN5 | ωB97M-V/def2-TZVPD

```
46
Properties=species:S:1:pos:R:3
Cl 6.4512 0.2237 -2.7211
N -2.6991 -0.2680 -0.1153
N -0.5146 -0.0994 0.9545
N 4.6784 -1.7464 0.2681
N 0.0828 1.8922 2.3128
N 0.0587 -1.2941 0.5481
C -4.5289 1.0986 -1.0132
C 3.3725 -1.6669 -0.0310
C 2.9419 -1.0422 -1.1931
C 5.2448 -0.5404 -1.7163
C 0.3180 0.6154 1.8158
C 2.8578 -2.9010 2.1027
C -2.2803 1.0815 -2.2087
C -2.0356 1.6593 1.1953
C 5.6040 -1.1861 -0.5260
C 2.2743 -2.3563 0.8022
C 1.4545 -0.1490 1.8789
C -3.2830 0.2698 -1.3710
C -1.7737 0.4271 0.6778
C -1.4946 3.7211 2.5709
C 1.2473 -1.3009 1.1007
C -3.6925 -0.9692 -2.2042
C -1.0645 2.4269 1.9897
C 3.8969 -0.4431 -2.0663
H 1.8850 -1.0189 -1.3760
H 3.3659 -3.8243 1.8358
H -5.1627 1.2403 -1.8961
H -2.3644 -1.2156 -0.2836
H -3.0328 2.0830 1.0755
H -5.1627 0.5511 -0.3024
H 3.6064 -2.2817 2.6022
H 2.0795 -3.2181 2.8045
H 2.3129 0.1571 2.4297
H -4.5970 -1.4150 -1.7785
H 3.6569 0.1435 -2.9490
H -1.8667 4.4409 1.7748
H -2.7633 1.4840 -3.1031
H -0.6891 4.2013 3.1170
H -3.9058 -0.7140 -3.2310
H 6.6506 -1.2221 -0.2900
H -1.9717 1.9370 -1.5930
H -1.4342 0.4910 -2.5313
H -4.2860 2.0797 -0.5917
H -2.3029 3.5477 3.2737
H 1.7630 -3.1641 0.2394
H -2.8974 -1.7352 -2.2783
```

Computed properties:
- gap between HOMO and LUMO (eV) = 8.697
- SMILES = Cc1cc(NC(C)(C)C)n2nc([C@H](C)c3ccc(Cl)cn3)cc2n1
- LUMO energy (eV) = 0.62
- M (g/mol) = 343.86

=====

[4]
C40H48N5O9PS2SbTi | ωB97M-V/def2-TZVPD

```
107
Properties=species:S:1:pos:R:3
Sb 3.2544 -0.5703 2.0553
Ti -0.0488 -0.1269 0.1917
S 1.8813 -2.0180 0.8675
S 2.1572 1.2180 -0.2379
P -1.8625 -0.7151 -2.1986
O -2.5321 3.7746 4.3872
O 3.5376 0.7364 0.0682
O 2.1362 2.4996 -0.8692
O -1.3384 3.7486 -0.7861
O 1.4432 0.1353 -1.0228
O 1.3474 1.1828 1.0630
O -0.6447 1.6029 -0.7846
O -0.6534 -1.1407 1.8131
O -1.7808 -1.4158 3.7526
N -1.3842 1.1501 1.4916
N -1.1198 -1.1236 -0.8796
N -1.2851 0.3148 -3.3570
N -1.9906 -2.1238 -3.0945
N -3.3474 -0.0698 -1.8405
C 5.0090 -3.0131 2.0251
C 3.7958 1.3943 2.7556
C 3.7069 -1.7646 6.2868
C 1.4429 -0.9884 6.0610
C 1.6480 -0.7971 4.7012
C 7.3172 -3.2769 1.3975
C -0.2913 1.9001 -5.5513
C -1.4831 2.4333 1.1870
C -4.8677 1.8037 -2.3805
C -1.7300 -3.4377 -2.5002
C 4.3552 4.0020 3.5913
C 3.9116 -1.5665 4.9249
C -1.8734 3.3714 2.1097
C 2.8811 -1.0820 4.1173
C 6.2774 -1.1078 1.3009
C 7.3899 -1.9215 1.1138
C -3.0135 -4.2515 -2.3637
C 5.0488 1.9498 2.5381
C -4.3025 0.4349 -2.8212
C 0.0416 0.4129 -5.4192
C 3.1008 3.4502 3.8155
C -4.9507 0.7220 -0.1267
C -1.4819 1.7708 -3.3676
C -2.0397 1.5757 3.7206
C -4.0003 -0.4142 -0.5704
C 5.3308 3.2434 2.9624
C -2.6424 -2.2048 -4.3945
C -4.6480 2.0135 -0.8810
C -3.7132 -4.3655 -3.7169
C -1.1191 2.6761 -0.2540
C -2.1522 2.9263 3.3992
C 0.0261 -0.0177 -3.9556
C 6.1205 -3.8233 1.8467
C -3.9591 -2.9758 -4.3023
C -1.5911 2.2288 -4.8166
C -1.3644 -0.7562 2.8217
C 2.4745 -1.4718 6.8567
C 5.0810 -1.6407 1.7739
C 2.8253 2.1541 3.4027
C -1.6368 0.7249 2.7210
H -1.9413 4.4147 1.8211
H -2.5608 4.6725 4.0382
H -0.3515 2.1908 -6.6027
H -2.7851 -5.2423 -1.9609
H -4.3954 2.6164 -2.9368
H 5.8238 1.3895 2.0453
H -1.2497 -3.2950 -1.5390
H -4.6470 -4.9263 -3.6324
H -5.9367 1.8348 -2.6107
H 4.5120 -2.1470 6.9036
H -5.1283 -0.2834 -2.9105
H -2.2475 1.2094 4.7175
H -5.9894 0.4357 -0.3210
H 0.8234 -0.4517 4.0906
H -3.6087 2.2963 -0.7125
H 6.0493 -4.8860 2.0472
H 6.3434 -0.0677 1.0223
H 2.3283 4.0315 4.3049
H -3.0630 -4.9248 -4.4026
H 2.3159 -1.6277 7.9170
H 1.8412 1.7454 3.5862
H -1.7944 3.3022 -4.8505
H -0.6330 2.2622 -2.8894
H -2.4289 1.7110 -5.3016
H -3.6719 -3.7462 -1.6470
H 4.8824 -1.7922 4.4957
H 8.1842 -3.9105 1.2525
H -4.4282 -3.0407 -5.2887
H -4.5721 -1.3455 -0.6856
H 0.5184 2.4825 -5.0974
H 0.8148 0.5014 -3.4021
H -1.0321 -3.9837 -3.1510
H 8.3105 -1.4939 0.7352
H -4.8598 0.8727 0.9508
H 6.3146 3.6608 2.7851
H -2.3538 2.0416 -2.7857
H -1.9746 -2.7346 -5.0899
H -3.8353 0.5022 -3.8015
H 4.0708 -3.4500 2.3482
H 0.2112 -1.0848 -3.8637
H 4.5675 5.0195 3.8980
H -0.6896 -0.1810 -5.9776
H -2.7908 -1.2039 -4.7914
H -4.6389 -2.4230 -3.6445
H 1.0288 0.2072 -5.8418
H -5.2672 2.8341 -0.5164
H -3.2325 -0.5949 0.1721
H 0.4736 -0.7676 6.4952
```

Computed properties:
- gap between HOMO and LUMO (eV) = 7.368
- LUMO energy (eV) = 2.20
- M (g/mol) = 1007.59
- net charge = -1

=====

[5]
C5H4MnNO5 | ωB97M-V/def2-TZVPD

```
16
Properties=species:S:1:pos:R:3
Mn -0.2364 -0.1668 -0.0160
O 1.5269 -2.0368 1.5876
O -1.4412 -2.4682 -1.4638
O 0.8285 0.9679 -3.1591
O -2.3371 -0.7835 2.0008
O -1.8453 1.7087 -1.7569
N 0.6762 1.2709 1.1626
C 1.1076 -1.4103 0.6686
C -0.9623 -1.5290 -0.9614
C -1.2053 1.0725 -1.0227
C -1.4392 -0.5508 1.2772
C 1.1152 0.3267 -2.2547
H 0.0763 2.1019 1.2208
H 1.5898 1.5604 0.8038
H 1.7276 -1.0063 -0.2204
H 0.8186 0.9426 2.1336
```

Computed properties:
- gap between HOMO and LUMO (spin up / spin down) (eV) = 8.829 / 7.647
- <S²> = 6.057
- LUMO energy (spin up / spin down) (eV) = -9.50 / -12.12
- M (g/mol) = 213.03
- net charge = +2
- spin multiplicity = 5

=====

[6]
C25H55BrClN2O10 | ωB97M-V/def2-TZVPD

```
94
Properties=species:S:1:pos:R:3
Br -3.8179 0.0658 -3.3046
Cl -3.3878 3.3678 -3.9334
O 6.5104 5.8856 2.2828
O 4.1776 -0.1556 -2.9137
O -7.4269 -0.5187 3.4156
O -5.7035 -2.9840 -3.5359
O 5.7228 3.2866 1.1537
O 5.5894 -1.1374 2.1161
O -7.3843 -1.5681 0.6688
O -7.0213 -5.4993 -2.7649
O 1.4671 0.8927 -1.2922
O 3.7277 -0.9599 4.3914
N -1.2357 2.9025 -2.4184
N -2.4633 1.1606 -2.7111
C -6.2749 -4.6795 -1.8831
C 2.8739 1.1546 -1.3185
C 6.0709 0.7609 -1.6114
C -6.6216 -2.8874 -4.6150
C 4.3716 -2.0823 4.9732
C 0.6555 1.9845 -0.9579
C 5.2393 5.2871 2.4528
C -6.2270 -6.1825 -3.7193
C -0.6276 1.8710 -1.7285
C -2.3427 2.4535 -3.0052
C -6.7616 -0.3664 1.0884
C -7.6726 -1.8335 3.8883
C -6.3375 -3.2225 -2.2806
C -6.3240 -0.4265 2.5363
C 4.8976 0.0341 2.5117
C 7.0996 2.9418 1.0991
C 5.5857 0.0015 -2.8376
C 5.3189 3.7764 2.4246
C 6.7498 6.3561 0.9685
C 4.7517 -2.1255 1.5443
C -1.4092 0.7565 -1.8956
C -8.8021 -1.4908 0.6520
C 3.4357 1.0307 -2.7377
C 4.6230 0.0658 3.9988
C -1.2716 -0.6162 -1.3643
H 3.6494 -2.8962 5.0028
H 3.9897 1.9200 -3.0355
H 4.3239 3.3667 2.6298
H -6.0537 -2.9699 -5.5407
H 6.1954 7.2827 0.7849
H 3.9600 0.1313 1.9520
H 4.6874 -1.8557 5.9964
H -5.6996 -7.0201 -3.2515
H -6.7159 -4.7850 -0.8876
H 5.3181 -3.0539 1.5039
H 4.8610 5.5992 3.4311
H -5.7908 0.4987 2.7798
H -5.5007 -5.5181 -4.1934
H -9.1857 -2.5067 0.5749
H 5.9927 -1.0046 -2.7836
H 3.1276 2.1050 -0.8490
H -6.8964 -6.5762 -4.4818
H 5.9970 3.4205 3.2056
H -5.8074 -2.6304 -1.5289
H 3.8500 -2.2858 2.1396
H -0.8924 3.8485 -2.4578
H 0.4129 1.9612 0.1080
H -5.6355 -1.2639 2.6895
H -5.8738 -0.2248 0.4595
H -2.1338 -0.8235 -0.7264
H 7.7331 3.7115 1.5431
H -7.3750 -2.8786 -2.3042
H 7.8142 6.5661 0.8838
H -7.1352 -1.9193 -4.6005
H -9.1452 -0.9183 -0.2164
H 4.4676 -1.8458 0.5221
H 3.3604 0.3808 -0.7313
H -9.1919 -1.0351 1.5637
H -1.2770 -1.3638 -2.1511
H -7.6519 -2.5656 3.0781
H 1.1295 2.9403 -1.1866
H -8.6605 -1.8382 4.3442
H 4.1501 1.0216 4.2477
H 7.1061 0.4929 -1.4155
H 2.5799 0.9517 -3.4091
H -6.9353 -2.1119 4.6481
H -7.3623 -3.6876 -4.5849
H 5.5605 -0.0021 4.5585
H 6.0338 1.8404 -1.7247
H -7.4268 0.4879 0.9295
H 5.2376 -2.3998 4.3888
H 6.4739 5.6138 0.2157
H 7.2726 1.9897 1.6125
H 7.3709 2.8265 0.0515
H -0.3907 -0.6910 -0.7439
H -5.2346 -5.0163 -1.8300
H 5.9886 0.4374 -3.7547
H 5.4991 0.4617 -0.7365
H 5.5350 0.8871 2.2527
H 4.5394 5.6450 1.6902
```

Computed properties:
- gap between HOMO and LUMO (eV) = 7.259
- LUMO energy (eV) = -3.63
- M (g/mol) = 659.08
- net charge = +1

=====

[7]
C3H5FN2S | ωB97M-V/def2-TZVPD

```
12
Properties=species:S:1:pos:R:3
S 0.0226 -1.1653 -1.3796
F -1.2867 1.8025 -0.7586
N 1.8521 -1.3768 0.9280
N 1.0696 -0.2794 0.8190
C -1.1767 1.4641 1.4748
C 0.1073 -0.1399 -0.0546
C -0.7918 1.0617 0.2515
H 1.3121 -2.2586 0.9449
H 1.0654 0.2560 1.7613
H -1.8318 2.3551 1.6311
H 2.3129 -1.3600 0.0673
H -0.9245 0.7086 2.2374
```

Computed properties:
- gap between HOMO and LUMO (eV) = 8.692
- SMILES = C=C(F)C(=S)NN
- LUMO energy (eV) = -0.12
- M (g/mol) = 120.15

=====

[8]
C11H12O2 | ωB97M-V/def2-TZVPD

```
25
Properties=species:S:1:pos:R:3
O 4.4802 -1.0902 -0.5373
O -0.9076 1.5252 -0.7120
C -1.3950 2.6150 0.1834
C 3.4456 -0.5130 -0.2756
C -2.3389 -2.3005 0.1519
C 1.0071 -0.4559 -0.1469
C -3.2244 -1.2204 -0.1275
C -2.7250 0.0198 -0.4627
C 3.6065 0.9363 0.3798
C -0.4934 -0.7562 -0.1636
C -1.3361 0.3166 -0.4240
C 2.1022 -1.1963 -0.2830
C -1.0729 -2.0381 0.1059
H 2.1653 -2.2662 -0.5553
H -2.7622 -3.1481 0.7089
H -2.2791 2.2650 0.5992
H -0.6551 2.8345 0.9614
H 3.6902 0.7241 1.4649
H 0.9435 0.6125 -0.0716
H -3.4034 0.8689 -0.7064
H -0.4580 -2.9506 0.3062
H -4.3362 -1.3014 -0.1017
H 2.9600 1.7915 0.1724
H 4.6275 1.1959 0.0586
H -1.6404 3.5320 -0.5250
```

Computed properties:
- gap between HOMO and LUMO (eV) = 8.934
- SMILES = COc1ccccc1/C=C/C(C)=O
- LUMO energy (eV) = 0.14
- M (g/mol) = 176.21

=====

> What is the formula in the third record?

C18H22ClN5